A molecular structure, C30H19F3O10V. Source: OMol25; level of theory: ωB97M-V with the def2-TZVPD basis set.

```
63
Properties=species:S:1:pos:R:3:mulliken_charge:R:1
O -0.5425 0.5696 2.1093 -0.819
V -1.2934 0.4943 0.6475 2.089
O -2.5854 1.3379 0.6347 -0.684
C 0.4274 -3.0159 0.1088 -0.091
C 1.1576 -4.0704 -0.5765 0.327
C 0.3901 -5.0073 -1.6380 0.449
O 0.9286 -6.0086 -2.0556 -0.722
C -0.9677 -4.6188 -2.0075 -0.762
C -1.5934 -3.5551 -1.3639 0.556
C -0.8713 -2.7538 -0.2320 0.342
O -1.3435 -1.7091 0.3463 -0.875
O -2.7611 -3.2462 -1.8474 -0.839
O 2.3712 -4.2186 -0.4490 -0.710
H 0.9005 -2.4884 0.9238 0.348
H -1.3756 -5.2578 -2.7768 0.304
C 1.4556 -1.2241 -4.0247 -0.648
C 0.6172 -0.2832 -3.5052 0.342
C 0.8630 0.2027 -2.0342 0.432
O -0.0283 0.8691 -1.3251 -0.767
C 1.9876 -0.1027 -1.3044 -0.342
C 2.9158 -0.9664 -1.8793 0.294
C 2.5851 -1.6883 -3.2743 0.558
O 3.3438 -2.6035 -3.6701 -0.794
O 3.9583 -1.2984 -1.3641 -0.708
O -0.4664 -0.0816 -4.1687 -0.818
H 1.3101 -1.5812 -5.0336 0.342
H 2.0782 0.2139 -0.2758 0.365
F -3.4435 0.1168 -1.9669 -0.237
C -4.1933 0.7539 -2.8580 0.245
C -5.4284 0.1985 -3.0685 -0.420
C -6.2616 0.8031 -4.0149 -0.389
C -5.8411 1.9856 -4.5768 -0.437
C -4.6946 2.6033 -4.1903 -0.309
C -3.7684 1.9473 -3.4046 -0.399
H -5.6388 -0.6866 -2.4865 0.418
H -7.2131 0.3153 -4.1671 0.330
H -6.5488 2.4273 -5.2627 0.310
H -4.5216 3.5838 -4.6089 0.322
H -2.7835 2.2764 -3.1081 0.451
F 1.7980 0.7564 6.3742 -0.301
C 1.9475 -0.5233 5.9541 0.220
C 1.6736 -0.9413 4.5897 -0.271
C 2.2088 -2.1373 4.1213 -0.437
C 2.9832 -2.8936 5.0280 -0.512
C 3.1747 -2.4872 6.4162 -0.560
C 2.7274 -1.2383 6.7791 -0.295
H 1.1876 -0.3427 3.8334 0.682
H 2.0283 -2.6028 3.1636 0.409
H 3.2664 -3.8882 4.7168 0.368
H 3.7584 -3.0454 7.1332 0.335
H 2.8883 -0.9267 7.8006 0.348
F -0.7770 3.1019 1.4065 -0.169
C 0.3384 3.8493 1.3819 0.391
C 0.2222 5.1895 1.0883 -0.426
C 1.3385 6.0393 1.1693 -0.429
C 2.5587 5.4952 1.5400 -0.333
C 2.7029 4.1220 1.8744 -0.724
C 1.5706 3.2815 1.7075 0.022
H -0.6426 5.7275 0.7290 0.351
H 1.2958 7.1115 1.0473 0.343
H 3.3891 6.1586 1.7314 0.306
H 3.6205 3.7483 2.3044 0.360
H 1.6159 2.2132 1.8592 0.266
```

Output
* maximum force: 6.46 eV/Å
* electronic energy: -3150.4243 a.u.
* Kohn-Sham gap: 3.97 eV
* highest occupied orbital energy: 1.5 eV
* total charge: -3